Entry 1:
The following is a quantum chemistry calculation of C3H3ClO2 in the gas phase in a non-equilibrium geometry, from OMol25.

Cartesian coordinates (Å):
Cl -0.31182 2.73613 0.21044
O 1.06690 -0.39027 1.42895
O -1.73814 0.58060 0.93042
C 0.32199 -0.04486 0.56409
C -0.71125 1.01862 0.61750
C 0.31429 -0.87453 -0.71252
H 0.02492 -1.80856 -0.51235
H -0.33795 -0.34146 -1.50895
H 1.37106 -0.87567 -1.01758

Force components x, y, z for each atom (eV/Å):
Cl -0.3 -1.0 0.2
O 0.0 0.8 1.2
O -2.9 0.4 0.5
C 1.8 -1.6 -1.6
C 1.6 1.0 0.2
C 0.4 5.4 -2.0
H -1.3 -3.6 0.7
H 1.1 -1.2 1.1
H -0.4 -0.1 -0.2

Calculated values
Strongest force on any atom, eV Å⁻¹: 5.74
SMILES: CC(=O)C(=O)Cl
LUMO energy, eV: 0.39
Total charge: 0
Energy above the lowest of the compared OMol25 structures with the same formula, charge and spin, kcal per mole: 16.83
Energy, eV: -19775.9594

Listed below, in e, are the Mulliken charges computed for each atom: -0.166 -0.478 -0.324 0.623 0.316 -0.876 0.316 0.298 0.290

Entry 2:
The following is a quantum chemistry calculation of a 2-piece molecular cluster, C3H3ClOS overall in a non-equilibrium geometry, from OMol25.

Cartesian coordinates (Å):
Cl -1.47412 -2.26629 1.58674
S -0.87096 1.56975 -0.59253
O -2.10106 1.24890 -1.20633
C 0.27121 0.08367 -0.84298
C -0.44503 0.13340 0.44255
C 0.97820 0.07323 0.47270
H 1.41332 -0.88267 0.74547
H 0.54172 -0.65436 -1.51770
H 1.68671 0.69437 0.91210

Force components x, y, z for each atom (eV/Å):
Cl 0.8 2.2 -1.0
S 1.6 -1.2 0.9
O -2.4 0.3 -1.5
C -0.9 1.3 2.4
C 0.0 -1.4 -0.2
C 1.1 -2.1 1.3
H -0.6 -0.7 -0.5
H -0.2 -0.8 -1.8
H 0.6 2.4 0.4

Calculated values
Strongest force on any atom, eV Å⁻¹: 2.88
LUMO energy (spin up / spin down), eV: -3.39 / -3.39
Total charge: 0
Energy above the lowest of the compared OMol25 structures with the same formula, charge and spin, kcal per mole: 154.50
Energy, eV: -28557.4846

Listed below, in e, are the Mulliken charges computed for each atom: -0.323 0.364 -0.432 -0.083 0.059 -0.445 0.226 0.394 0.241

Entry 3:
The following is a quantum chemistry calculation of C3H3ClOS as an isolated structure in a non-equilibrium geometry, from OMol25.

Cartesian coordinates (Å):
Cl 0.96876 -2.34199 0.23030
S 0.22227 0.70849 -1.86983
O -1.65900 -0.14312 1.16577
C -1.26994 0.80398 0.18348
C 1.05864 -0.67626 0.10866
C -0.09736 0.14839 -0.46995
H 0.84323 -0.09162 1.21403
H -2.01906 1.93611 -0.22138
H 1.95247 -0.34398 -0.34106

Force components x, y, z for each atom (eV/Å):
Cl -0.3 -2.0 0.1
S 0.3 1.6 -4.6
O 1.2 6.8 -5.5
C -3.7 -5.6 5.9
C -3.2 4.0 4.9
C 0.5 0.8 0.4
H 1.7 -2.1 -2.1
H 2.7 -3.8 1.3
H 0.8 0.2 -0.4

Calculated values
Strongest force on any atom, eV Å⁻¹: 8.95
LUMO energy, eV: -1.79
Total charge: 0
Energy above the lowest of the compared OMol25 structures with the same formula, charge and spin, kcal per mole: 110.13
Energy, eV: -28559.4083

Listed below, in e, are the Mulliken charges computed for each atom: -0.129 -0.268 -0.433 -0.036 -0.333 0.313 0.221 0.291 0.375

Entry 4:
The following is a quantum chemistry calculation of a 2-piece molecular cluster, C3H3ClS overall in a non-equilibrium geometry, from OMol25.

Cartesian coordinates (Å):
Cl 2.02030 -0.89110 0.94086
S 0.69052 -0.14250 2.33951
C -1.19757 -0.26195 0.09239
C -0.30780 0.43003 -0.74864
C 0.59688 0.89439 -1.44126
H -2.04263 0.15781 0.58506
H 1.42151 1.17930 -1.99839
H -1.18121 -1.36598 0.23046

Force components x, y, z for each atom (eV/Å):
Cl -0.3 0.4 0.8
S -0.6 -0.6 -2.1
C 1.9 -0.6 1.3
C 0.7 -0.1 -0.8
C -2.6 -1.5 2.1
H -0.4 0.8 0.0
H 0.9 0.6 -0.8
H 0.4 0.9 -0.6

Calculated values
Strongest force on any atom, eV Å⁻¹: 3.63
LUMO energy (spin up / spin down), eV: -2.40 / -2.40
Total charge: 0
Energy above the lowest of the compared OMol25 structures with the same formula, charge and spin, kcal per mole: 82.76
Energy, eV: -26512.3735

Listed below, in e, are the Mulliken charges computed for each atom: -0.160 -0.117 -0.975 0.059 0.126 0.324 0.406 0.339

Entry 5:
The following is a quantum chemistry calculation of a 2-piece molecular cluster, C3H3ClS overall in a non-equilibrium geometry, from OMol25.

Cartesian coordinates (Å):
Cl 2.16219 2.29315 -1.19649
S 2.61095 0.32205 -0.64877
C -0.81273 0.05190 -0.84309
C 1.42913 0.00148 0.57183
C -1.89848 -0.27554 -1.26330
H 1.10949 -0.91884 0.70024
H 1.16537 0.89770 1.20492
H -2.80592 0.04365 -1.74661

Force components x, y, z for each atom (eV/Å):
Cl 0.3 -1.3 0.6
S -0.9 0.6 0.4
C 2.5 -0.2 1.7
C 0.2 6.7 -2.5
C -1.0 1.0 -0.6
H -1.1 -4.5 1.1
H 0.0 -1.5 -0.7
H 0.0 -0.7 0.1

Calculated values
Strongest force on any atom, eV Å⁻¹: 7.13
LUMO energy (spin up / spin down), eV: -2.18 / -1.87
Total charge: 0
Energy above the lowest of the compared OMol25 structures with the same formula, charge and spin, kcal per mole: 130.82
Energy, eV: -26510.2894

Listed below, in e, are the Mulliken charges computed for each atom: -0.098 0.171 -0.433 -0.505 -0.159 0.428 0.326 0.270

Entry 6:
The following is a quantum chemistry calculation of C3H3CsLiO2 as an isolated structure in a non-equilibrium geometry, from OMol25.

Cartesian coordinates (Å):
Cs -1.88463 -3.22897 2.05253
O 2.41161 -1.54308 -0.80744
O -2.92712 0.11119 1.60877
C -3.65238 0.38701 0.77599
C 1.64871 0.86861 -1.45532
C 2.08135 -0.49328 -1.09685
Li -2.42897 0.15291 3.67539
H 2.15869 1.65699 -2.00353
H 1.67606 1.40138 -0.50087
H 0.91668 0.68723 -2.24867

Force components x, y, z for each atom (eV/Å):
Cs 0.1 -0.2 0.0
O 2.1 -4.4 0.8
O -0.5 0.4 -0.6
C 0.4 -0.1 0.3
C 1.3 -1.2 -0.2
C -2.3 5.4 -1.1
Li 0.1 0.0 0.2
H 2.0 -0.1 -0.8
H -1.8 0.0 0.3
H -1.5 0.3 1.0

Calculated values
Strongest force on any atom, eV Å⁻¹: 5.96
LUMO energy (spin up / spin down), eV: -3.42 / -3.76
Total charge: +1
Energy above the lowest of the compared OMol25 structures with the same formula, charge and spin, kcal per mole: 114.59
Energy, eV: -7996.0717

Listed below, in e, are the Mulliken charges computed for each atom: 0.659 -0.351 -0.077 0.198 -0.825 0.372 0.211 0.304 0.253 0.255

Entry 7:
The following is a quantum chemistry calculation of C3H3CuO2 as an isolated structure in a non-equilibrium geometry, from OMol25.

Cartesian coordinates (Å):
Cu 0.82324 -2.02235 -2.91467
O 0.13111 -0.41690 -0.28968
O -0.44493 -2.11811 -1.49499
C -0.07887 0.37176 0.79916
C 0.04419 1.70602 0.74235
C -0.74652 -1.50709 -0.45376
H -0.24304 2.28289 1.62248
H -0.58762 -0.13896 1.62378
H 1.10244 1.84274 0.36533

Force components x, y, z for each atom (eV/Å):
Cu 0.4 0.1 -0.4
O 1.6 1.3 0.8
O -0.6 0.2 0.9
C -2.5 -0.9 -0.6
C 3.1 -0.4 0.9
C -0.4 -1.2 -0.3
H 0.2 -0.2 -0.1
H -0.3 0.0 -0.4
H -1.5 1.1 -0.8

Calculated values
Strongest force on any atom, eV Å⁻¹: 3.23
LUMO energy (spin up / spin down), eV: 4.09 / 4.08
Total charge: -1
Energy above the lowest of the compared OMol25 structures with the same formula, charge and spin, kcal per mole: 23.30
Energy, eV: -51891.0109
Multiplicity: 2
⟨S²⟩: 0.753

Listed below, in e, are the Mulliken charges computed for each atom: -0.161 0.029 -0.053 0.089 -0.758 -0.917 0.228 0.346 0.197

Entry 8:
The following is a quantum chemistry calculation of C3H3CuO3 as an isolated structure in a non-equilibrium geometry, from OMol25.

Cartesian coordinates (Å):
Cu -1.79058 2.31268 1.00815
O -0.50322 0.55676 0.91842
O 0.83183 0.41071 -1.01119
O 2.22271 -0.54708 1.48383
C 0.07840 0.18621 -2.20502
C 0.30039 -0.06855 0.10101
C 1.11748 -0.88928 1.04239
H -0.87296 0.73331 -2.16211
H -0.10868 -0.88784 -2.33865
H 0.69143 0.56284 -3.02983

Force components x, y, z for each atom (eV/Å):
Cu -0.3 0.3 -0.2
O 0.4 -1.7 -3.5
O -0.7 -0.9 -1.8
O -0.4 0.2 -0.2
C -0.2 0.4 -0.1
C 1.4 2.8 7.7
C -0.3 -1.1 -1.8
H 0.1 -0.1 0.0
H 0.1 0.2 0.0
H -0.1 0.0 0.1

Calculated values
Strongest force on any atom, eV Å⁻¹: 8.31
LUMO energy (spin up / spin down), eV: 6.01 / 6.02
Total charge: -2
Energy, eV: -53934.4471

Listed below, in e, are the Mulliken charges computed for each atom: -0.495 0.006 -0.012 -0.219 -1.219 -0.061 -1.028 0.497 0.269 0.261

Entry 9:
The following is a quantum chemistry calculation of C3H3F as an isolated structure in a non-equilibrium geometry, from OMol25.

Cartesian coordinates (Å):
F -1.78321 -0.04267 1.96530
C 0.73692 -0.05237 -1.11414
C -0.80285 -0.81872 1.75232
C 0.05324 -0.10992 0.14868
H -0.16996 1.01705 0.31808
H 1.14653 -0.96768 -1.70941
H 0.81933 0.97431 -1.36083

Force components x, y, z for each atom (eV/Å):
F 0.2 0.4 -0.7
C -1.6 -3.7 3.8
C 2.0 -0.2 -2.4
C -0.4 2.8 -1.2
H 0.0 -1.7 0.4
H -0.8 2.0 1.1
H 0.6 0.4 -1.1

Calculated values
Strongest force on any atom, eV Å⁻¹: 5.52
LUMO energy, eV: -0.77
Total charge: 0
Energy above the lowest of the compared OMol25 structures with the same formula, charge and spin, kcal per mole: 97.14
Energy, eV: -5870.2454

Listed below, in e, are the Mulliken charges computed for each atom: -0.028 -0.510 0.137 -0.158 0.089 0.215 0.253

Entry 10:
The following is a quantum chemistry calculation of a 2-piece molecular cluster, C3H3F2NO overall in a non-equilibrium geometry, from OMol25.

Cartesian coordinates (Å):
F 5.20665 -0.27634 -0.20802
F 0.82256 2.63889 0.01786
O 3.26892 -1.13309 -0.68894
N -0.29289 0.71174 -0.06119
C -0.87388 -0.28898 -0.54772
C 3.94101 -0.48458 0.01065
C 0.64857 1.36895 0.40519
H 3.74443 -0.19965 1.01677
H -1.89056 -0.69219 -0.16950
H -0.26026 -0.91486 -1.24635

Force components x, y, z for each atom (eV/Å):
F 1.8 0.6 -0.8
F -0.5 -0.4 -0.4
O -1.0 -0.2 -1.2
N -1.1 -0.1 -0.6
C -0.6 -1.8 0.0
C -0.2 -1.2 1.1
C 1.4 0.6 1.3
H -0.7 0.8 0.9
H 1.8 1.0 -0.7
H -0.9 0.6 0.4

Calculated values
Strongest force on any atom, eV Å⁻¹: 2.16
LUMO energy (spin up / spin down), eV: 0.03 / 0.03
Total charge: 0
Energy above the lowest of the compared OMol25 structures with the same formula, charge and spin, kcal per mole: 65.05
Energy, eV: -12128.7633

Listed below, in e, are the Mulliken charges computed for each atom: -0.196 -0.176 -0.378 0.005 -0.251 0.275 -0.043 0.297 0.224 0.243